Record 1
The following is a DFT calculation (ωB97M-V with the def2-TZVPD basis set) of the molecule C4H7NO.

- SMILES = C[C@H]1CN1C=O
- relative energy (zero: lowest compared OMol25 entry of this formula, charge and spin) (kcal per mole) = 40.2
- LUMO energy (Eh) = 0.0375
- calculated total energy (hartree) = -286.56754

ORCA input file:
```
! wB97M-V def2-TZVPD RIJCOSX def2/J DEFGRID3
* xyz 0 1
C 0.26 1.44 -1.12
C -0.31 0.49 -0.09
C -0.71 -0.91 -0.40
N 0.51 -0.65 0.33
C 0.59 -1.09 1.66
O -0.16 -1.88 2.17
H 0.71 2.31 -0.64
H -0.53 1.79 -1.79
H 1.03 0.93 -1.71
H -0.91 0.96 0.69
H -1.53 -1.34 0.17
H -0.55 -1.31 -1.39
H 1.48 -0.71 2.18
*
```

Atomic partial charges in e from the Mulliken method, atoms 1 to 2: -1.33 0.32

Record 2
The following is a DFT calculation (ωB97M-V with the def2-TZVPD basis set) of the molecule C4H7NO in a non-equilibrium geometry.

- SMILES = CCOCC#N
- relative energy (zero: lowest compared OMol25 entry of this formula, charge and spin) (kcal per mole) = 39.5
- LUMO energy (Eh) = 0.0328
- calculated total energy (hartree) = -286.56870

ORCA input file:
```
! wB97M-V def2-TZVPD RIJCOSX def2/J DEFGRID3
* xyz 0 1
C 1.30 -1.40 0.41
C 0.38 -0.44 -0.30
O -0.74 -0.18 0.54
C -1.57 0.86 0.10
C -0.72 2.01 -0.27
N 0.19 2.65 -0.60
H 0.85 -2.38 0.57
H 2.21 -1.51 -0.19
H 1.58 -0.97 1.37
H 0.03 -0.80 -1.28
H 0.93 0.49 -0.48
H -2.26 1.10 0.91
H -2.18 0.58 -0.78
*
```

Atomic partial charges in e from the Mulliken method, atoms 1 to 2: -1.23 -0.19

Record 3
The following is a DFT calculation (ωB97M-V with the def2-TZVPD basis set) of a cluster of 2 separate species, C4H7NO in total in a non-equilibrium geometry.

- relative energy (zero: lowest compared OMol25 entry of this formula, charge and spin) (kcal per mole) = 107.9
- LUMO energy (Eh) = 0.0103
- calculated total energy (hartree) = -286.45976

ORCA input file:
```
! wB97M-V def2-TZVPD RIJCOSX def2/J DEFGRID3
* xyz 0 1
O -1.24 -0.95 -0.24
C 0.25 -1.06 -0.38
C 0.76 0.32 -0.76
C 0.20 1.39 0.14
C -0.21 1.08 1.40
N -0.63 0.63 2.40
H -1.52 -1.65 0.38
H 0.43 -1.82 -1.14
H 0.62 -1.38 0.59
H 0.49 0.54 -1.80
H 1.86 0.22 -0.74
H -1.25 0.25 0.33
H 0.23 2.42 -0.19
*
```

Atomic partial charges in e from the Mulliken method, atoms 1 to 2: -0.51 -0.71

Record 4
The following is a DFT calculation (ωB97M-V with the def2-TZVPD basis set) of a structure of composition C4H7NO in a non-equilibrium geometry.

- relative energy (zero: lowest compared OMol25 entry of this formula, charge and spin) (kcal per mole) = 75.5
- LUMO energy (Eh) = 0.0202
- calculated total energy (hartree) = -286.51130

ORCA input file:
```
! wB97M-V def2-TZVPD RIJCOSX def2/J DEFGRID3
* xyz 0 1
C 0.37 0.35 2.02
C -0.43 -0.16 0.80
O -1.41 -0.88 0.92
C 0.23 0.29 -0.47
C 0.27 -0.53 -1.90
N -0.83 0.28 -2.01
H -0.28 1.02 2.60
H 1.31 0.90 1.83
H 0.63 -0.53 2.62
H 0.53 1.35 -0.37
H 0.15 -1.61 -1.76
H 1.12 -0.24 -2.53
H -1.67 -0.25 -1.77
*
```

Atomic partial charges in e from the Mulliken method, atoms 1 to 2: -1.01 0.74

Record 5
The following is a DFT calculation (ωB97M-V with the def2-TZVPD basis set) of the molecule C4H7NO.

- SMILES = [H]/N=C1/CCCO1
- relative energy (zero: lowest compared OMol25 entry of this formula, charge and spin) (kcal per mole) = 19.8
- LUMO energy (Eh) = 0.0343
- calculated total energy (hartree) = -286.60005

ORCA input file:
```
! wB97M-V def2-TZVPD RIJCOSX def2/J DEFGRID3
* xyz 0 1
O 0.90 0.85 0.49
C 1.10 0.18 -0.75
C 0.16 -1.02 -0.66
C -1.03 -0.45 0.12
C -0.39 0.67 0.89
N -0.86 1.41 1.80
H -0.05 1.99 2.02
H 2.15 -0.07 -0.85
H 0.82 0.86 -1.57
H 0.64 -1.81 -0.09
H -0.12 -1.40 -1.65
H -1.51 -1.17 0.79
H -1.81 -0.05 -0.55
*
```

Atomic partial charges in e from the Mulliken method, atoms 1 to 2: -0.42 -0.39

Record 6
The following is a DFT calculation (ωB97M-V with the def2-TZVPD basis set) of a structure of composition C4H7NO.

- relative energy (zero: lowest compared OMol25 entry of this formula, charge and spin) (kcal per mole) = 157.3
- LUMO energy (Eh) = 0.0076
- calculated total energy (hartree) = -286.38105

ORCA input file:
```
! wB97M-V def2-TZVPD RIJCOSX def2/J DEFGRID3
* xyz 0 1
O 1.31 -1.00 1.12
C 0.36 -0.30 0.39
C -0.43 0.85 1.05
N -0.82 0.57 -0.89
C 0.70 0.48 -0.87
C -0.84 -0.84 -0.39
H 0.89 -1.29 1.95
H -1.29 1.09 0.07
H 0.23 1.73 1.10
H 1.05 -0.07 -1.75
H 1.22 1.43 -0.76
H -1.74 -1.09 0.18
H -0.64 -1.55 -1.20
*
```

Atomic partial charges in e from the Mulliken method, atoms 1 to 2: -0.56 0.54

Record 7
The following is a DFT calculation (ωB97M-V with the def2-TZVPD basis set) of the molecule C4H7NO.

- SMILES = CC(=O)N1CC1
- relative energy (zero: lowest compared OMol25 entry of this formula, charge and spin) (kcal per mole) = 40.8
- LUMO energy (Eh) = 0.0356
- calculated total energy (hartree) = -286.56655

ORCA input file:
```
! wB97M-V def2-TZVPD RIJCOSX def2/J DEFGRID3
* xyz 0 1
C 1.76 -0.04 -0.41
C 0.78 0.58 0.56
O 1.03 1.63 1.11
N -0.43 -0.07 0.82
C -1.16 -0.93 -0.08
C -1.65 0.44 0.24
H 2.15 0.77 -1.03
H 2.60 -0.48 0.13
H 1.33 -0.81 -1.05
H -1.64 -1.78 0.40
H -0.77 -1.12 -1.07
H -2.49 0.61 0.91
H -1.51 1.19 -0.54
*
```

Atomic partial charges in e from the Mulliken method, atoms 1 to 2: -0.79 0.52

Record 8
The following is a DFT calculation (ωB97M-V with the def2-TZVPD basis set) of the molecule C4H7NO in a non-equilibrium geometry.

- SMILES = O[C@H]1C[C@H]2N[C@@H]12
- relative energy (zero: lowest compared OMol25 entry of this formula, charge and spin) (kcal per mole) = 102.9
- LUMO energy (Eh) = 0.0364
- calculated total energy (hartree) = -286.46764

ORCA input file:
```
! wB97M-V def2-TZVPD RIJCOSX def2/J DEFGRID3
* xyz 0 1
O -1.92 -1.11 -0.17
C -0.53 -0.53 -0.65
C -0.59 0.95 -0.34
C 0.86 0.90 0.13
N 0.86 0.09 1.34
C 0.90 -0.60 0.02
H -1.70 -1.83 0.42
H -0.97 -0.99 -1.53
H -1.28 1.03 0.50
H -0.87 1.62 -1.15
H 1.67 1.59 -0.11
H 1.80 0.10 1.73
H 1.78 -1.22 -0.19
*
```

Atomic partial charges in e from the Mulliken method, atoms 1 to 2: -0.57 0.06

Record 9
The following is a DFT calculation (ωB97M-V with the def2-TZVPD basis set) of the molecule C4H7NO.

- SMILES = O=CNC1CC1
- relative energy (zero: lowest compared OMol25 entry of this formula, charge and spin) (kcal per mole) = 29.4
- LUMO energy (Eh) = 0.0384
- calculated total energy (hartree) = -286.58482

ORCA input file:
```
! wB97M-V def2-TZVPD RIJCOSX def2/J DEFGRID3
* xyz 0 1
O 2.89 -1.50 -0.26
C 1.92 -0.83 -0.56
N 0.98 -0.40 0.33
C -0.04 0.54 -0.02
C -1.25 0.61 0.87
C -1.37 0.05 -0.52
H 1.71 -0.50 -1.59
H 1.19 -0.58 1.30
H 0.32 1.49 -0.42
H -1.30 -0.09 1.69
H -1.67 1.59 1.08
H -1.88 0.64 -1.27
H -1.49 -1.02 -0.62
*
```

Atomic partial charges in e from the Mulliken method, atoms 1 to 2: -0.56 0.04

Record 10
The following is a DFT calculation (ωB97M-V with the def2-TZVPD basis set) of a cluster of 2 separate species, C4H7NO in total in a non-equilibrium geometry.

- SMILES = c1cc[nH]c1.O
- relative energy (zero: lowest compared OMol25 entry of this formula, charge and spin) (kcal per mole) = 32.8
- LUMO energy (Eh) = 0.0314
- calculated total energy (hartree) = -286.57935

ORCA input file:
```
! wB97M-V def2-TZVPD RIJCOSX def2/J DEFGRID3
* xyz 0 1
C 1.62 0.95 -0.80
C 0.41 0.51 -0.27
N 0.70 -0.29 0.78
C 2.05 -0.56 0.81
C 2.66 0.28 -0.10
H 1.64 1.22 -1.85
H -0.57 0.94 -0.40
H 0.08 -0.69 1.45
H 2.50 -1.24 1.51
H 3.67 0.13 -0.44
H -5.09 -1.10 -1.07
H -6.07 -0.72 0.00
O -5.22 -0.50 -0.34
*
```

Atomic partial charges in e from the Mulliken method, atoms 1 to 2: -0.49 -0.38

Record 11
The following is a DFT calculation (ωB97M-V with the def2-TZVPD basis set) of the molecule C4H7NO.

- SMILES = C[C@H]1CC(=O)N1
- relative energy (zero: lowest compared OMol25 entry of this formula, charge and spin) (kcal per mole) = 22.2
- LUMO energy (Eh) = 0.0356
- calculated total energy (hartree) = -286.59633

ORCA input file:
```
! wB97M-V def2-TZVPD RIJCOSX def2/J DEFGRID3
* xyz 0 1
C -0.03 0.64 1.43
C -0.07 0.66 -0.10
C 0.92 -0.41 -0.61
C -0.30 -1.12 -1.20
O -0.54 -2.20 -1.68
N -1.11 -0.07 -0.83
H -0.35 1.56 1.92
H -0.59 -0.20 1.84
H 1.02 0.50 1.71
H 0.11 1.67 -0.49
H 1.70 -0.05 -1.27
H 1.36 -1.01 0.20
H -2.11 0.03 -0.92
*
```

Atomic partial charges in e from the Mulliken method, atoms 1 to 2: -1.33 0.27

Record 12
The following is a DFT calculation (ωB97M-V with the def2-TZVPD basis set) of a structure of composition C4H7NO in a non-equilibrium geometry.

- relative energy (zero: lowest compared OMol25 entry of this formula, charge and spin) (kcal per mole) = 90.1
- LUMO energy (Eh) = 0.0376
- calculated total energy (hartree) = -286.48813

ORCA input file:
```
! wB97M-V def2-TZVPD RIJCOSX def2/J DEFGRID3
* xyz 0 1
C -1.58 0.26 0.14
C 0.84 -0.10 0.58
C 2.05 -0.60 -0.19
C 1.56 0.88 -0.32
H -1.30 1.46 0.60
H -0.64 -1.24 -0.24
H 1.05 0.21 1.88
H 1.87 -1.31 -1.06
H 2.95 -0.88 0.16
H 2.16 1.64 0.03
H 1.23 1.24 -1.22
N -0.48 -0.47 0.12
O -2.65 -0.07 -0.27
*
```

Atomic partial charges in e from the Mulliken method, atoms 1 to 2: 0.21 0.21

Repeat the sixth record exactly.
The following is a DFT calculation (ωB97M-V with the def2-TZVPD basis set) of a structure of composition C4H7NO.

- relative energy (zero: lowest compared OMol25 entry of this formula, charge and spin) (kcal per mole) = 157.3
- LUMO energy (Eh) = 0.0076
- calculated total energy (hartree) = -286.38105

ORCA input file:
```
! wB97M-V def2-TZVPD RIJCOSX def2/J DEFGRID3
* xyz 0 1
O 1.31 -1.00 1.12
C 0.36 -0.30 0.39
C -0.43 0.85 1.05
N -0.82 0.57 -0.89
C 0.70 0.48 -0.87
C -0.84 -0.84 -0.39
H 0.89 -1.29 1.95
H -1.29 1.09 0.07
H 0.23 1.73 1.10
H 1.05 -0.07 -1.75
H 1.22 1.43 -0.76
H -1.74 -1.09 0.18
H -0.64 -1.55 -1.20
*
```

Atomic partial charges in e from the Mulliken method, atoms 1 to 2: -0.56 0.54

Q: Which formula does entry 6 have?
A: C4H7NO